11 unconnected molecules or ions with the total composition C31H55Cl23NO4S. Source: OMol25; level of theory: the ωB97M-V functional and the def2-TZVPD basis.

ORCA input file:
```
! RIJCOSX wB97M-V def2-TZVPD def2/J DEFGRID3
* xyz -1 1
C 4.135 -4.416 -1.972
C 4.156 -3.339 -2.502
C 3.940 -1.909 -2.878
C 2.619 -1.676 -3.702
C 1.660 -0.661 -3.017
C 0.567 -1.291 -2.049
Cl 1.005 -2.996 -1.570
C 0.681 -0.413 -0.713
O 0.611 0.826 -0.793
O 0.807 -1.022 0.365
N -0.719 -1.173 -2.681
C -1.826 -0.837 -1.826
S -2.243 -1.955 -0.422
O -3.552 -2.538 -0.702
O -2.339 -1.162 0.786
C -0.973 -2.035 -3.790
Cl -1.933 -1.146 -5.089
C -1.728 -3.379 -3.491
C -3.258 -3.365 -3.722
Cl -1.078 -4.611 -4.698
H 4.133 -5.334 -1.418
H 4.797 -1.633 -3.517
H 4.005 -1.226 -2.015
H 2.157 -2.616 -4.021
H 2.963 -1.183 -4.632
H 2.250 0.072 -2.452
H 1.122 -0.110 -3.803
H -1.743 0.179 -1.389
H -2.733 -0.795 -2.453
H -1.348 -2.979 -0.272
H -0.045 -2.311 -4.301
H -1.475 -3.801 -2.511
H -3.759 -4.196 -3.201
H -3.750 -2.440 -3.401
H -3.424 -3.524 -4.797
Cl 1.634 -4.704 1.034
C 0.740 -6.243 0.983
C 1.322 -7.209 -0.017
Cl 1.074 -6.667 -1.698
H -0.303 -6.019 0.763
H 0.793 -6.674 1.984
H 0.832 -8.178 0.078
H 2.389 -7.349 0.139
Cl 3.137 0.830 4.482
C 1.713 0.242 3.569
C 0.906 1.369 2.982
Cl 0.074 2.327 4.248
H 1.114 -0.372 4.241
H 2.089 -0.391 2.766
H 0.134 0.965 2.327
H 1.526 2.045 2.398
Cl 1.165 -7.771 5.012
C 2.659 -6.904 5.453
C 3.079 -5.918 4.393
Cl 3.628 -6.725 2.904
H 3.435 -7.644 5.640
H 2.456 -6.377 6.385
H 3.913 -5.319 4.755
H 2.265 -5.244 4.127
Cl 7.750 -0.986 -5.309
C 7.591 0.762 -5.005
C 6.522 1.068 -3.984
Cl 4.889 0.721 -4.598
H 7.386 1.252 -5.954
H 8.557 1.110 -4.641
H 6.547 2.127 -3.730
H 6.667 0.494 -3.070
Cl -3.227 2.128 -2.265
C -2.527 3.601 -1.550
C -3.150 3.938 -0.220
Cl -4.848 4.468 -0.380
H -2.645 4.412 -2.266
H -1.461 3.412 -1.419
H -2.606 4.760 0.244
H -3.125 3.088 0.458
Cl 0.170 -3.089 5.017
C -1.338 -2.191 4.689
C -2.317 -2.288 5.832
Cl -2.983 -3.932 6.014
H -1.762 -2.574 3.763
H -1.059 -1.150 4.531
H -3.160 -1.623 5.649
H -1.857 -2.006 6.777
Cl 3.616 7.432 4.391
C 2.701 5.899 4.407
C 3.280 4.878 3.461
Cl 3.054 5.337 1.754
H 1.664 6.123 4.166
H 2.741 5.518 5.427
H 2.776 3.921 3.602
H 4.344 4.731 3.633
Cl -2.774 5.876 3.720
C -4.444 5.516 4.225
C -5.462 6.064 3.255
Cl -5.522 7.848 3.279
H -4.588 5.917 5.226
H -4.533 4.431 4.274
H -6.456 5.711 3.525
H -5.251 5.747 2.238
Cl -8.171 12.104 1.436
C -7.200 12.180 2.928
C -7.476 11.018 3.849
Cl -9.111 11.094 4.556
H -7.403 13.132 3.414
H -6.153 12.167 2.625
H -6.772 11.030 4.680
H -7.377 10.066 3.332
Cl 0.861 -2.854 -6.631
C 1.809 -3.471 -8.004
C 1.059 -4.525 -8.780
Cl 0.860 -6.032 -7.850
H 2.752 -3.854 -7.619
H 2.024 -2.621 -8.651
H 1.612 -4.781 -9.683
H 0.070 -4.177 -9.072
*
```

Molar mass   1353.27 g/mol
Highest occupied orbital energy   -0.2116 hartree
Orbital gap   7.581 eV
Lowest unoccupied orbital energy   0.067 Ha
E_tot   -12552.55723 hartree


2 unconnected molecules or ions with the total composition C3H13N5. Source: OMol25; level of theory: the ωB97M-V functional and the def2-TZVPD basis.

ORCA input file:
```
! RIJCOSX wB97M-V def2-TZVPD def2/J DEFGRID3
* xyz 0 1
C -1.175 0.503 -1.583
C -1.176 -0.549 -0.497
C -0.578 -1.894 -0.831
N -1.708 -0.404 0.686
N -2.300 0.785 0.930
H -0.356 0.317 -2.284
H -2.122 0.462 -2.127
H -1.033 1.503 -1.166
H 0.237 -1.782 -1.550
H -0.183 -2.366 0.074
H -1.353 -2.533 -1.261
H -2.283 0.960 1.939
H -3.303 0.707 0.730
N 2.652 -0.605 1.206
N 1.606 0.195 0.719
N 2.090 1.513 0.632
H 3.456 -0.548 0.581
H 2.986 -0.230 2.096
H 0.753 0.109 1.302
H 1.320 2.184 0.706
H 2.471 1.674 -0.304
*
```

Molar mass   119.17 g/mol
Highest occupied orbital energy   -0.3001 hartree
Orbital gap   9.187 eV
SMILES   CC(C)=NN.NNN
Lowest unoccupied orbital energy   0.037 Ha
Relative energy (zero: lowest compared OMol25 entry of this formula, charge and spin)   82.58 kcal/mol
E_tot   -395.76011 hartree


A single C2H2N2O2S molecule. Source: OMol25; level of theory: the ωB97M-V functional and the def2-TZVPD basis.

ORCA input file:
```
! RIJCOSX wB97M-V def2-TZVPD def2/J DEFGRID3
* xyz 0 1
O -2.692 1.706 0.735
C -1.813 1.383 0.101
C -0.818 0.951 -0.660
S -0.623 -0.801 -0.700
N 0.963 -0.883 -0.075
N 1.105 -1.351 1.135
O 2.242 -1.549 1.439
H -0.032 1.413 -1.119
H 1.669 -0.870 -0.857
*
```

Molar mass   118.12 g/mol
Highest occupied orbital energy   -0.3406 hartree
Orbital gap   9.526 eV
SMILES   O=C=CSNN=O
Lowest unoccupied orbital energy   0.010 Ha
Relative energy (zero: lowest compared OMol25 entry of this formula, charge and spin)   83.09 kcal/mol
E_tot   -735.45487 hartree


A single C4H9NO molecule. Source: OMol25; level of theory: the ωB97M-V functional and the def2-TZVPD basis.

ORCA input file:
```
! RIJCOSX wB97M-V def2-TZVPD def2/J DEFGRID3
* xyz 0 1
C -0.713 -1.414 0.675
C -0.339 -0.104 -0.084
C -1.219 1.159 0.160
C 1.058 0.322 0.369
N 2.134 0.069 -0.422
O 1.191 0.904 1.430
H -0.593 -1.281 1.753
H -0.070 -2.266 0.385
H -1.740 -1.727 0.459
H -0.388 -0.362 -1.149
H -0.885 2.065 -0.392
H -2.242 0.963 -0.162
H -1.213 1.460 1.215
H 2.023 -0.297 -1.345
H 3.005 0.498 -0.135
*
```

Molar mass   87.12 g/mol
Highest occupied orbital energy   -0.3555 hartree
Orbital gap   10.595 eV
SMILES   CC(C)C(N)=O
Lowest unoccupied orbital energy   0.034 Ha
Relative energy (zero: lowest compared OMol25 entry of this formula, charge and spin)   4.48 kcal/mol
E_tot   -287.82531 hartree


A molecular structure, C22H33FHfN6O3. Source: OMol25; level of theory: the ωB97M-V functional and the def2-TZVPD basis.

ORCA input file:
```
! RIJCOSX wB97M-V def2-TZVPD def2/J DEFGRID3
* xyz 4 1
Hf 0.198 3.629 -0.232
C 1.574 6.143 -1.204
C 2.389 4.910 -1.625
N 2.298 3.819 -0.597
C 2.986 4.103 0.704
C 2.084 3.738 1.897
N 0.700 4.299 1.730
C 0.626 5.800 1.755
C -0.221 6.327 0.587
N 0.217 5.723 -0.720
H 1.498 6.803 -2.066
H 2.083 6.713 -0.428
H 3.423 5.208 -1.802
H 1.995 4.508 -2.565
H 2.704 2.978 -1.005
H 3.271 5.153 0.734
H 3.912 3.538 0.798
H 2.545 4.091 2.820
H 1.987 2.653 1.969
H 0.110 3.931 2.475
H 1.633 6.209 1.712
H 0.188 6.160 2.685
H -0.153 7.416 0.562
H -1.269 6.063 0.740
H -0.471 6.000 -1.420
C -4.298 -2.312 0.397
C -3.775 -1.898 -0.975
N -2.584 -1.023 -0.858
C -2.783 0.292 -0.925
C -1.770 1.190 -0.707
C -1.735 2.674 -0.718
O -1.113 3.250 -1.677
O -1.701 3.298 0.395
C -0.465 0.758 -0.358
O 0.491 1.659 -0.103
C -0.258 -0.633 -0.292
C 0.991 -1.193 0.050
C 1.182 -2.533 0.086
F 2.404 -2.964 0.401
C 0.152 -3.479 -0.240
C -1.098 -2.909 -0.524
C -1.329 -1.535 -0.561
N 0.386 -4.817 -0.291
C -0.565 -5.793 -0.818
C -0.937 -6.791 0.274
N 0.299 -7.533 0.743
C 1.570 -6.966 0.176
C 1.615 -5.443 0.250
H -5.154 -2.974 0.270
H -4.632 -1.443 0.964
H -3.539 -2.832 0.983
H -4.542 -1.341 -1.507
H -3.532 -2.759 -1.594
H -3.780 0.629 -1.177
H 1.828 -0.547 0.277
H -1.929 -3.562 -0.726
H -0.119 -6.301 -1.675
H -1.468 -5.326 -1.191
H -1.677 -7.504 -0.083
H -1.358 -6.263 1.127
H 0.239 -8.520 0.487
H 0.337 -7.514 1.764
H 1.666 -7.320 -0.848
H 2.412 -7.367 0.737
H 2.493 -5.140 -0.320
H 1.767 -5.129 1.284
*
```

Molar mass   627.03 g/mol
Highest occupied orbital energy   -0.6773 hartree
Orbital gap   6.769 eV
Lowest unoccupied orbital energy   -0.429 Ha
E_tot   -1559.00409 hartree